21 unconnected molecules or ions with the total composition C37H43Cl60FIN2 in a non-equilibrium geometry, computed with ωB97M-V with the def2-TZVPD basis set.

Frontier orbital gap   8.2 eV
Calculated total energy   -804199.2780 eV
Net charge   +1
Molar mass   2788.8 g mol⁻¹

Structure (XYZ):
```
144
Properties=species:S:1:pos:R:3:forces:R:3:mulliken_charge:R:1
C 0.51990 0.66404 -1.34047 -0.2395 0.4228 0.1047 -1.077
C -0.46019 1.91937 -1.36572 0.3915 -0.3157 0.5102 1.098
C -0.40346 2.75509 -2.70750 0.1462 1.0033 0.8478 -1.396
I -0.16364 1.40866 -4.41310 -0.1896 0.6858 0.1471 0.280
C -1.56828 3.76392 -2.87888 -3.6940 1.0095 -0.9278 -0.442
C -2.94008 3.56986 -3.27372 0.8909 -2.4979 -0.3916 0.640
C -3.65609 2.20079 -3.61121 -0.0702 1.2376 1.8104 -1.060
C -4.31717 1.73419 -2.24246 -0.8265 0.5588 1.2212 1.508
C -5.45072 2.56565 -1.78689 0.6027 -1.9578 1.1514 -0.615
C -6.14117 2.29774 -0.52745 2.0178 -2.4143 -1.8103 -1.243
C -5.66250 1.15986 0.27426 1.6484 1.4099 -1.9105 -1.263
C -4.53271 0.32205 -0.17253 -0.2071 0.9492 -0.8218 1.089
C -4.02755 -0.85102 0.73313 0.5937 1.3975 -0.1926 -1.459
C -3.83126 0.58427 -1.45219 -2.2059 2.4997 1.4940 -0.680
N -3.68343 4.75619 -3.31338 3.9875 -0.0139 1.0139 0.157
C -2.79558 5.74280 -2.93565 -0.7304 -0.7701 -0.2192 -0.399
N -1.57599 5.19302 -2.68170 -0.7810 0.1010 -0.5174 0.270
C -0.44455 6.02134 -2.21832 0.5564 0.7165 1.8299 -0.331
F -1.02030 7.26787 -1.83309 0.4132 -1.2368 -0.6732 -0.383
C 0.20643 5.44263 -0.90202 -0.4739 0.5186 -0.0059 -0.133
C -0.85979 5.03836 0.19245 0.5060 -0.6007 0.0733 -1.135
H 0.78952 0.47114 -0.26433 -0.5775 -0.1154 -1.2936 -0.219
H 0.04858 -0.23031 -1.83014 0.4969 0.8099 0.5868 0.432
H 1.49341 0.87687 -1.87052 -1.0370 -0.1160 0.4814 0.365
H -1.51569 1.61330 -1.10942 1.0850 0.2788 -0.4899 -0.258
H -0.12928 2.56916 -0.50188 -0.3496 -0.3848 -1.0565 -0.170
H 0.54438 3.36716 -2.68538 -0.9546 -0.8278 -0.2735 0.693
H -2.94193 1.42597 -3.97102 -0.5877 0.9455 0.0866 0.262
H -4.47530 2.43795 -4.34688 0.8991 -0.5441 0.5413 0.447
H -5.80641 3.43706 -2.39872 0.3945 -1.0676 0.5898 0.034
H -6.96250 2.97888 -0.23424 0.4119 -1.1863 -0.2407 0.801
H -6.17007 0.98937 1.24604 1.0914 0.2367 -0.7248 0.914
H -3.86691 -0.41064 1.76113 -0.4034 -0.7688 -0.8956 0.307
H -2.99453 -1.12966 0.37283 -1.2239 -0.0852 0.3242 0.315
H -4.72485 -1.72352 0.75056 0.6472 0.7221 0.0241 0.350
H -2.95239 -0.02508 -1.78775 -1.0246 0.6591 0.4893 0.400
H -4.67324 4.83775 -3.54493 0.6131 0.1182 0.1492 0.406
H -3.11269 6.80070 -2.85173 0.7687 -0.9542 0.0314 0.461
H 0.29860 6.26549 -3.01681 -0.7945 -0.4823 0.4522 0.300
H 0.94776 4.62579 -1.09604 -0.7960 0.6260 0.0166 0.234
H 0.79576 6.29785 -0.47461 -0.5031 -0.8468 -0.7646 0.581
H -0.28313 4.63679 1.07057 -0.7328 0.2861 -0.9952 0.198
H -1.42671 5.92819 0.58020 0.3883 -0.8852 -0.6051 0.542
H -1.53581 4.19978 -0.12775 0.3803 1.0382 0.1223 0.137
C 2.83695 0.43438 2.19692 0.0199 0.0816 0.3060 -0.062
Cl 2.92172 1.42163 0.72879 0.3731 -0.4553 -0.0660 -0.138
Cl 3.37288 1.35954 3.60053 -0.0498 0.3297 -0.5680 -0.146
Cl 1.19395 -0.17198 2.43883 0.0667 -0.0073 -0.0352 -0.116
H 3.50122 -0.41698 2.07483 -0.0567 0.0966 -0.0418 0.385
C -5.29250 5.82495 1.42880 0.1496 0.0337 0.3029 0.061
Cl -4.93274 5.79018 3.15858 0.0260 0.0390 -0.1370 -0.124
Cl -5.21920 4.19068 0.73858 0.7041 1.6168 0.8608 0.032
Cl -6.87896 6.54785 1.13680 0.1101 -0.0489 -0.0578 -0.136
H -4.54291 6.43834 0.93762 -0.0969 -0.0372 0.0729 0.185
C 4.13139 -1.49900 6.93589 0.1855 0.1623 -0.0189 0.169
Cl 3.50721 -0.21134 7.97413 0.0105 -0.0821 -0.0411 -0.152
Cl 3.65608 -1.22333 5.25285 0.0389 -0.3824 0.3688 -0.082
Cl 5.89058 -1.61704 7.07971 -0.5652 -0.0597 0.0587 -0.041
H 3.70010 -2.43618 7.25931 -0.0042 0.1624 -0.1409 0.056
C 2.41114 -0.88462 -7.02902 -0.0129 0.0711 0.0719 0.572
Cl 3.33752 0.30387 -7.94968 -0.0642 -0.1119 -0.0084 -0.012
Cl 2.70634 -0.69476 -5.29462 0.0999 -0.1117 -0.0756 -0.121
Cl 0.68555 -0.73728 -7.38795 0.1089 -0.1163 0.2354 -0.084
H 2.73752 -1.87767 -7.32506 -0.1640 0.2877 0.0748 -0.344
C -0.57366 2.03714 5.64794 0.1080 -0.0400 0.1019 0.098
Cl -0.99804 2.86409 7.15080 0.0099 -0.0037 -0.1234 -0.129
Cl 0.91629 1.11074 5.84458 -0.2391 0.0850 0.1063 0.030
Cl -1.89577 0.98587 5.12150 0.0298 0.0522 -0.0537 -0.114
H -0.40958 2.78771 4.88077 -0.0319 -0.0849 0.0825 0.133
C 2.55299 5.81867 2.24226 0.1474 0.0337 0.2124 -0.193
Cl 2.85368 5.79711 3.98032 -0.0154 -0.0044 -0.1737 -0.056
Cl 2.63829 4.18323 1.57312 -0.0700 0.5335 0.1463 0.058
Cl 0.97827 6.54720 1.89120 0.5513 0.6336 0.8280 -0.093
H 3.32235 6.42170 1.76943 -0.1072 -0.0405 0.0532 0.328
C -5.13910 -1.09917 -5.24064 -0.0017 -0.3645 -0.0378 -0.022
Cl -4.66973 -0.51037 -3.63330 -0.7782 -1.1117 -1.2495 0.031
Cl -3.90105 -2.17850 -5.89612 -0.0353 0.1294 -0.0090 -0.128
Cl -6.70423 -1.91532 -5.17137 0.0878 0.1180 -0.0160 -0.125
H -5.23002 -0.24366 -5.90357 0.0166 -0.0930 0.0771 0.256
C 5.08374 3.90898 -7.94698 -0.0002 0.0869 -0.0695 0.014
Cl 4.71955 3.19302 -9.52155 0.0347 0.0062 0.1098 -0.118
Cl 5.70659 5.55062 -8.13892 -0.0097 -0.1233 0.0316 -0.126
Cl 3.64731 3.90533 -6.91412 0.0561 -0.0302 0.0002 -0.080
H 5.84961 3.30729 -7.46775 -0.1053 0.0584 -0.0474 0.298
C 4.80353 -5.74807 8.07047 0.1202 -0.0180 -0.1621 0.006
Cl 4.27305 -4.17519 8.68128 0.0029 -0.4540 0.3829 -0.111
Cl 3.44497 -6.62857 7.35932 0.0489 0.0191 0.0622 -0.138
Cl 6.10081 -5.54702 6.89051 0.0296 0.3440 0.5630 -0.071
H 5.18636 -6.32702 8.90502 -0.0723 0.0904 -0.0706 0.341
C -9.40268 -0.45737 0.04423 0.1059 -0.4248 0.1422 0.758
Cl -9.80714 0.55027 -1.35230 0.0373 0.0029 0.0638 -0.177
Cl -9.94681 -2.12073 -0.21114 -0.1069 0.1087 -0.0525 -0.163
Cl -7.66085 -0.40857 0.35866 -1.6180 -0.8388 -0.2520 -0.096
H -9.91864 -0.05897 0.91470 0.1580 -0.1204 -0.2596 -0.340
C 7.98358 -0.58389 3.60132 0.0456 -0.1491 0.0574 -0.074
Cl 8.27231 -0.62282 5.34314 0.3775 0.1812 -0.3514 -0.129
Cl 8.05556 -2.21167 2.91926 -0.0655 0.0198 0.1300 -0.040
Cl 6.42479 0.16939 3.24915 0.1216 0.0480 -0.0042 0.019
H 8.76282 0.01429 3.13932 -0.0996 -0.0719 0.0334 0.265
C 5.20166 7.95538 6.67166 -0.0140 -0.0783 -0.0633 -0.026
Cl 6.39377 6.76431 6.13988 -0.0529 0.0802 0.0476 -0.104
Cl 4.70388 8.98252 5.32119 0.0348 -0.0030 0.0901 -0.108
Cl 3.80122 7.15324 7.39365 0.0709 0.0566 -0.0195 -0.104
H 5.66113 8.58470 7.42719 -0.0609 -0.0712 -0.0899 0.345
C -12.61934 1.62304 0.83105 -0.2677 0.0556 -0.0722 0.413
Cl -11.53318 1.15962 2.15221 -0.1089 0.1211 0.1132 -0.177
Cl -14.06725 0.61369 0.83626 0.1570 0.0446 -0.0169 -0.112
Cl -13.04941 3.33160 0.95318 0.0896 -0.1088 -0.0214 -0.124
H -12.09832 1.46826 -0.10841 -0.0350 0.0128 0.1275 0.005
C -1.69112 0.81109 -10.75725 0.1021 -0.1204 -0.1010 -0.028
Cl -0.00178 0.58840 -10.29266 -0.1644 0.1488 -0.2185 -0.058
Cl -2.28645 -0.59955 -11.63720 0.0211 0.1235 0.0488 -0.119
Cl -2.69125 1.12180 -9.33008 0.0172 0.0332 -0.0135 -0.110
H -1.75477 1.67399 -11.41253 -0.0219 -0.0903 0.0974 0.321
C 9.11700 -1.46337 -1.03010 -0.1084 0.0469 -0.0133 0.041
Cl 9.20879 -0.46637 -2.48603 0.0278 -0.0794 0.0760 -0.125
Cl 9.66073 -0.55141 0.38345 0.1133 0.0348 -0.1781 -0.109
Cl 7.47181 -2.06270 -0.78974 0.1001 -0.0088 -0.0174 -0.109
H 9.77545 -2.31657 -1.15875 -0.0709 0.1048 0.0306 0.299
C -9.24100 -5.16804 1.93233 -0.0357 -0.0620 0.0240 0.628
Cl -7.54498 -5.34404 2.40042 -0.0594 0.0598 -0.0512 -0.131
Cl -9.79190 -6.59128 1.04204 0.0291 0.1138 0.0108 -0.120
Cl -10.25345 -4.89232 3.35392 0.0512 0.0425 -0.1021 -0.119
H -9.32641 -4.30344 1.28015 0.0408 -0.1416 0.1340 -0.223
C 3.51154 -4.13693 -10.02368 -0.1305 -0.1526 -0.1678 0.060
Cl 4.04956 -5.78944 -10.33037 -0.0052 0.1653 0.0369 -0.114
Cl 1.78782 -3.96661 -10.37075 0.1174 0.0687 0.0300 -0.104
Cl 3.85650 -3.67116 -8.35046 0.2059 -0.1993 -0.0834 -0.157
H 4.06004 -3.47085 -10.68221 -0.0517 -0.0549 0.1125 0.295
C 6.91542 -7.37712 3.53405 -0.1088 0.0027 0.0209 -0.069
Cl 6.60384 -8.06081 1.93211 0.0523 -0.0239 0.0517 -0.150
Cl 7.55237 -5.73380 3.39598 -0.0038 -0.0800 0.0560 -0.069
Cl 5.44717 -7.39151 4.51388 -0.0014 -0.4119 -0.5080 -0.034
H 7.66153 -7.99226 4.02777 -0.0818 0.0574 -0.0752 0.329
C 5.06704 -11.42305 3.51020 0.0085 -0.0937 -0.0383 0.206
Cl 6.74082 -11.65420 4.03137 -0.0616 0.0774 -0.0089 -0.118
Cl 4.51014 -12.81191 2.57244 0.0361 0.1204 0.0487 -0.121
Cl 4.01613 -11.15165 4.90531 -0.0101 0.0577 -0.0420 -0.110
H 5.02536 -10.54271 2.87553 0.0192 -0.0718 0.1014 0.145
C 5.30899 -13.01741 7.93033 0.0146 -0.0807 0.0148 0.315
Cl 6.98438 -13.24567 8.44571 -0.0689 0.0536 -0.0532 -0.128
Cl 4.74769 -14.41127 7.00200 0.0311 0.1222 0.0078 -0.113
Cl 4.26167 -12.73560 9.32645 0.0331 0.0365 -0.0849 -0.130
H 5.26580 -12.14222 7.28940 0.0105 -0.1134 0.0567 0.048
```
Positions in Å, forces in eV/Å.